# 1
C34H36GeN8Sc as an isolated structure. Source: OMol25; level of theory: wB97M-V/def2-TZVPD.

Kohn-Sham gap (eV): 7.1
Charge: +3
Molecular weight (g mol⁻¹): 674.3
E_LUMO (eV): -9.304
E_HOMO (eV): -16.4

Last column: Mulliken charge in e.
Atoms and positions in Å:
Sc  0.2033  -0.6245  0.3164  -0.024
C  0.2109  -1.0253  3.2128  -1.086
N  -0.7549  -0.3193  2.3278  1.025
C  -2.1284  -0.7704  2.6536  -1.465
C  -0.6135  1.1239  2.5891  -0.227
C  -0.9605  1.6597  3.8241  -0.689
C  -0.6570  2.9724  4.1386  -1.324
C  0.0734  3.7291  3.2388  -0.909
C  0.3898  3.2197  1.9931  -0.523
C  -0.0089  1.9358  1.6082  0.923
N  0.0504  1.4727  0.2531  1.135
C  1.1029  2.0725  -0.5374  1.086
C  1.0716  3.3855  -1.0097  -1.081
C  2.1157  3.9169  -1.7459  -1.095
C  3.2491  3.1628  -1.9945  -1.182
C  3.2980  1.8583  -1.5404  -0.748
C  2.2243  1.3023  -0.8528  -0.274
N  2.2373  -0.1190  -0.4694  1.495
C  2.4548  -0.8857  -1.7286  -1.114
C  3.3691  -0.3038  0.4748  -1.096
H  -0.0130  -0.8457  4.2710  0.503
H  0.1681  -2.1074  3.0474  0.377
H  1.2282  -0.6564  3.0297  0.418
H  -2.3630  -0.6353  3.7122  0.451
H  -2.8430  -0.1879  2.0679  0.399
H  -2.2434  -1.8350  2.4377  0.398
H  -1.4579  1.0567  4.5669  0.496
H  -0.9591  3.3882  5.0857  0.478
H  0.3768  4.7319  3.4883  0.523
H  0.9566  3.8287  1.3107  0.629
H  0.2232  4.0142  -0.7977  0.545
H  2.0514  4.9320  -2.1070  0.535
H  4.0838  3.5771  -2.5387  0.463
H  4.1897  1.2841  -1.7293  0.431
H  3.4167  -0.6227  -2.1802  0.435
H  2.4444  -1.9644  -1.5583  0.454
H  1.6699  -0.6150  -2.4468  0.410
H  4.3235  -0.3408  -0.0584  0.357
H  3.4028  0.5408  1.1700  0.382
H  3.2621  -1.2172  1.0601  0.244
N  -3.4993  -2.9547  -0.2448  0.251
C  -2.9605  -1.7403  -0.3778  -0.157
N  -1.6437  -1.8156  -0.2000  0.176
C  -1.4406  -3.1604  0.0394  0.449
N  -2.5576  -3.8448  0.0074  -0.680
C  -0.1357  -3.7624  0.2069  -0.133
C  -0.0194  -5.1597  0.1661  -0.404
N  1.1519  -5.7483  0.1831  -0.452
C  2.2219  -4.9806  0.2594  -0.593
C  2.1210  -3.5946  0.3724  -0.390
N  0.9403  -2.9540  0.3346  0.475
H  -4.4661  -3.2574  -0.3251  0.236
H  -3.5094  -0.8427  -0.6049  0.265
H  -0.9000  -5.7844  0.1093  0.534
H  3.1822  -5.4773  0.2309  0.419
H  3.0235  -3.0135  0.4869  0.434
Ge  -1.9162  2.4541  -0.6567  0.706
C  -1.9859  4.2925  0.0788  0.475
C  -2.4284  4.5297  1.3747  -0.033
C  -2.6089  5.8320  1.8091  -0.833
C  -2.3449  6.8938  0.9546  -0.648
C  -1.8862  6.6578  -0.3324  -0.782
C  -1.7113  5.3589  -0.7773  -0.006
C  -3.6413  1.4746  -0.5826  0.137
C  -4.1127  1.0717  -1.8339  -0.611
C  -5.4351  0.6944  -1.9956  -0.707
C  -6.2953  0.7176  -0.9095  -0.623
C  -5.8308  1.1021  0.3392  -0.801
C  -4.5098  1.4886  0.5064  0.216
H  -1.3743  2.3281  -2.0989  -0.086
H  -2.6289  3.7010  2.0436  0.265
H  -2.9601  6.0110  2.8131  0.498
H  -2.5021  7.9072  1.2887  0.450
H  -1.6614  7.4813  -0.9945  0.459
H  -1.3823  5.1800  -1.7954  0.504
H  -3.4424  1.0830  -2.6845  0.445
H  -5.7870  0.4089  -2.9756  0.501
H  -7.3342  0.4593  -1.0440  0.472
H  -6.5042  1.1282  1.1810  0.513
H  -4.1734  1.8298  1.4752  0.306

# 2
C34H36N10O3PPbS as an isolated structure. Source: OMol25; level of theory: wB97M-V/def2-TZVPD.

Kohn-Sham gap (eV): 6.2
Charge: +1
Molecular weight (g mol⁻¹): 903.0
E_LUMO (eV): -3.231
E_HOMO (eV): -9.4

Last column: Mulliken charge in e.
Atoms and positions in Å:
Pb  1.2508  9.2124  20.8072  1.237
C  -0.1577  -0.0263  17.6075  -0.854
O  -0.5541  0.9442  18.5903  -0.430
C  0.1794  1.0983  19.7080  0.811
C  -0.3071  2.0007  20.6473  -0.749
C  0.4263  2.2817  21.7764  0.121
C  1.6709  1.7590  21.9650  -0.522
C  2.1174  0.7951  21.0787  0.084
C  1.4197  0.4868  19.9363  -0.580
N  2.6017  2.0884  22.9681  -0.381
N  2.7616  3.2017  23.4556  -0.594
C  2.0390  4.3887  23.0779  0.101
C  1.5323  5.1496  24.1101  -0.616
C  0.9022  6.3681  23.8562  -0.521
C  0.7504  6.8879  22.6112  0.508
O  0.1895  8.0629  22.3469  -0.772
C  1.3674  6.1612  21.5561  -0.076
N  1.3531  6.7789  20.3163  -0.596
C  1.9446  6.2313  19.2903  -0.224
C  2.5300  4.9554  19.4018  -1.434
C  2.5267  4.3394  20.6196  -0.368
C  1.9776  4.9312  21.7493  1.374
H  -0.9384  -0.0803  16.8644  0.243
H  -0.0100  -1.0321  18.0132  0.350
H  0.7627  0.3278  17.1048  0.342
H  -1.3162  2.4290  20.4695  0.392
H  0.0015  3.0154  22.4719  0.432
H  3.0645  0.2639  21.2814  0.390
H  1.8075  -0.1761  19.1882  0.450
H  1.6285  4.7759  25.1227  0.433
H  0.6091  6.9807  24.7091  0.408
H  1.9576  6.7870  18.3515  0.507
H  2.9357  4.4567  18.5311  0.565
H  2.9609  3.3751  20.6791  0.638
S  -2.6227  15.6737  18.9551  0.174
N  -2.8069  14.8262  20.2988  -0.623
C  -2.2696  13.6426  20.0622  0.633
C  -2.0715  12.5924  21.0085  0.528
C  -2.6823  12.5712  22.2873  -0.694
C  -2.3707  11.5065  23.1288  -0.795
C  -1.4948  10.5203  22.7180  -0.230
N  -0.9222  10.5093  21.5085  -0.043
C  -1.2157  11.5156  20.6421  -0.636
C  -0.7406  11.3401  19.2527  -0.178
N  -0.0050  10.2408  18.9301  -0.177
C  0.3508  10.1135  17.6460  -0.329
C  0.0074  10.9595  16.6323  -1.139
C  -0.7344  12.1001  16.9289  -0.585
C  -1.0983  12.2940  18.2836  0.710
C  -1.7958  13.4878  18.7474  1.016
N  -1.9406  14.5849  18.0272  -0.601
H  -3.3361  13.3730  22.5659  0.545
H  -2.7562  11.4816  24.1190  0.456
H  -1.2482  9.7021  23.3944  0.384
H  1.0305  9.2889  17.4379  0.697
H  0.3109  10.7775  15.6306  0.525
H  -1.1301  12.8379  16.2211  0.516
C  5.0413  7.5399  20.1901  -0.521
N  5.3337  8.2866  18.9871  0.503
C  6.7566  8.3185  18.6643  -0.935
P  4.2472  9.2855  18.2211  -0.064
O  2.8701  8.8113  18.5260  -0.278
N  4.4979  9.1595  16.5853  0.361
C  5.3993  9.9902  15.8099  -1.163
C  3.9589  8.0066  15.8526  -0.756
N  4.6380  10.8770  18.5377  0.212
C  5.2643  11.2929  19.7725  -0.777
C  3.7756  11.9030  18.0041  -1.022
H  5.4658  6.5276  20.1230  0.317
H  3.9796  7.4539  20.2766  -0.192
H  5.4095  8.0647  21.0880  0.235
H  7.1720  7.3211  18.8348  0.363
H  7.3049  9.0351  19.2994  0.313
H  6.9115  8.5355  17.5988  0.200
H  5.7814  10.8337  16.3762  0.321
H  4.9036  10.3896  14.9162  0.318
H  6.2087  9.4110  15.3890  0.394
H  3.2416  7.4874  16.4815  0.052
H  4.7296  7.3192  15.4830  0.333
H  3.3420  8.3750  15.0191  0.326
H  5.8896  10.4840  20.1084  0.208
H  4.5164  11.5069  20.5748  0.200
H  5.8983  12.2039  19.6339  0.294
H  3.3386  11.5618  17.0854  0.318
H  4.3427  12.8268  17.8236  0.377
H  2.9633  12.1156  18.7054  0.244

# 3
C34H36N2NiOP2Se as an isolated structure. Source: OMol25; level of theory: wB97M-V/def2-TZVPD.

Kohn-Sham gap (spin up / spin down) (eV): 7.7 / 7.1
Charge: 0
Energy relative to the best compared isomer or geometry (same formula, charge and spin) (kJ/mol): 0.00
Molecular weight (g mol⁻¹): 688.3
E_LUMO (spin up / spin down) (eV): 0.231 / -0.335
E_HOMO (spin up / spin down) (eV): -7.5 / -7.5
2S+1: 3

Last column: Mulliken charge in e.
Atoms and positions in Å:
Ni  -0.2652  1.2294  -0.4230  0.192
C  -1.3674  -3.2416  0.7979  -0.832
N  -1.0184  -1.8281  0.6660  0.435
P  -1.3648  -0.5373  1.7912  0.340
C  -2.0022  -1.4246  3.2599  -0.120
C  -1.1912  -2.1184  4.1583  0.105
C  -1.7499  -2.7777  5.2408  -0.769
C  -3.1254  -2.7490  5.4409  -0.400
C  -3.9401  -2.0556  4.5594  -0.714
C  -3.3778  -1.3936  3.4755  -0.221
C  0.2852  -0.0143  2.3317  0.275
C  1.4481  -0.7449  2.0929  0.074
C  2.6839  -0.2399  2.4716  -0.910
C  2.7699  1.0037  3.0833  -0.648
C  1.6166  1.7430  3.3109  -0.540
C  0.3832  1.2399  2.9298  -0.963
P  -0.5129  -1.1408  -0.7798  0.190
C  0.9556  -2.0432  -1.3273  0.382
C  2.1715  -1.3700  -1.3878  -0.007
C  3.3287  -2.0513  -1.7368  -0.919
C  3.2763  -3.4062  -2.0288  -0.549
C  2.0625  -4.0825  -1.9849  -0.834
C  0.9053  -3.4033  -1.6403  -0.290
C  -1.7719  -1.5058  -2.0372  0.903
C  -1.4423  -1.8139  -3.3536  -0.530
C  -2.4411  -1.9540  -4.3075  -0.657
C  -3.7711  -1.7852  -3.9532  -0.588
C  -4.1058  -1.4703  -2.6419  -0.631
C  -3.1107  -1.3247  -1.6898  -0.634
H  -1.8677  -3.4236  1.7444  0.355
H  -0.4775  -3.8756  0.7639  0.242
H  -2.0428  -3.5465  -0.0070  0.265
H  -0.1177  -2.1328  4.0129  0.356
H  -1.1130  -3.3113  5.9346  0.413
H  -3.5586  -3.2611  6.2904  0.388
H  -5.0099  -2.0216  4.7188  0.401
H  -4.0100  -0.8382  2.7918  0.375
H  1.3871  -1.7077  1.5990  0.619
H  3.5819  -0.8136  2.2789  0.427
H  3.7345  1.4044  3.3657  0.423
H  1.6813  2.7246  3.7624  0.487
H  -0.5115  1.8389  3.0674  0.540
H  2.1995  -0.3047  -1.1862  0.269
H  4.2702  -1.5204  -1.7865  0.458
H  4.1794  -3.9360  -2.3022  0.403
H  2.0182  -5.1365  -2.2265  0.415
H  -0.0416  -3.9274  -1.6356  0.471
H  -0.4049  -1.9341  -3.6366  0.362
H  -2.1773  -2.1912  -5.3299  0.425
H  -4.5481  -1.8934  -4.6985  0.390
H  -5.1424  -1.3308  -2.3641  0.441
H  -3.3695  -1.0649  -0.6686  0.325
C  -0.8291  2.4029  -3.3849  -1.553
C  0.6391  2.1968  -3.0127  1.465
C  1.2751  3.5249  -2.6146  -1.650
C  1.3985  1.5748  -4.1827  -1.803
O  0.7248  1.2845  -1.9376  0.796
H  -0.9273  3.0596  -4.2517  0.480
H  -1.3626  2.8574  -2.5451  0.228
H  -1.2931  1.4436  -3.6237  0.268
H  1.2506  4.2322  -3.4455  0.541
H  2.3151  3.3736  -2.3207  0.330
H  0.7335  3.9578  -1.7698  0.239
H  1.3763  2.2274  -5.0582  0.433
H  0.9465  0.6162  -4.4468  0.300
H  2.4383  1.3990  -3.9036  0.373
Se  -1.0445  3.1750  0.6050  -0.332
C  0.6184  3.9869  1.0910  0.115
C  1.8478  3.6222  0.5502  0.302
C  2.9967  4.2563  0.9953  -0.777
N  3.0146  5.2128  1.9231  -0.653
C  1.8322  5.5622  2.4269  -0.412
C  0.6272  4.9922  2.0514  -0.572
H  1.9234  2.8626  -0.2202  0.337
H  3.9584  3.9759  0.5784  0.400
H  1.8478  6.3436  3.1799  0.352
H  -0.2960  5.3233  2.5099  0.400

What is the formula in the first record? C34H36GeN8Sc

Which of these has the highest charge? C34H36GeN8Sc

Which of these has the lowest molecular weight? C34H36GeN8Sc

The lowest molecular weight belongs to which entry? C34H36GeN8Sc